Density functional theory data (ωB97M-V/def2-TZVPD) for a molecular structure, C8H14B3NO5P.

Calculated values
**Charge**: -1
**Energy**: -1160.38471 Eh
**HOMO level**: -2.602 eV
**Strongest force on any atom**: 0.0281 Eh/bohr

```
32
Properties=species:S:1:pos:R:3:mulliken_charge:R:1
N 4.19 -1.14 0.61 -0.690
P 3.24 -0.88 1.85 0.181
B 2.61 0.96 1.86 0.665
O 3.29 1.99 1.28 -0.501
B 2.36 2.91 0.77 0.730
O 2.78 4.18 0.54 -0.482
O 1.05 2.55 0.49 -0.662
B 0.51 1.62 1.37 0.345
C -0.89 0.99 1.21 0.872
C -1.78 1.00 2.29 -0.650
C -3.06 0.48 2.16 -0.382
C -3.45 -0.09 0.95 -0.515
C -2.55 -0.14 -0.10 -0.410
C -1.28 0.40 0.01 -0.632
O 1.38 1.27 2.43 -0.172
H 5.10 -1.47 0.91 0.185
H 2.05 -1.64 1.82 0.075
H 3.81 -1.17 3.11 0.014
H 1.99 4.72 0.42 0.300
H -1.50 1.43 3.24 0.314
H -3.75 0.49 2.99 0.347
H -4.44 -0.49 0.83 0.385
H -2.81 -0.60 -1.04 0.313
H -0.59 0.34 -0.82 0.346
C -1.13 -1.77 -4.26 -1.030
C -0.93 -2.66 -3.01 -0.521
O -0.85 -1.94 -1.88 -0.749
H -0.29 -1.08 -4.38 0.241
H -1.19 -2.38 -5.18 0.393
H -2.05 -1.19 -4.18 0.236
H -0.03 -3.29 -3.25 0.243
H -1.77 -3.41 -3.05 0.212
```

***

Density functional theory data (ωB97M-V/def2-TZVPD) for a molecular structure, C40H38GeI2IrN4SSi.

Calculated values
**Charge**: -1
**Energy**: -5230.52688 Eh
**HOMO level**: -3.648 eV
**Strongest force on any atom**: 0.0089 Eh/bohr
**ΔE to the lowest compared entry with this formula, charge and spin**: 0.483 eV

```
88
Properties=species:S:1:pos:R:3:mulliken_charge:R:1
Ir -0.40 0.19 0.62 0.730
N -3.30 -0.93 3.68 -0.288
C -3.77 0.26 4.30 0.126
C -4.11 0.31 5.64 -0.726
C -4.56 1.50 6.19 -0.598
C -4.62 2.65 5.42 -0.689
C -4.24 2.61 4.08 -0.627
C -3.85 1.41 3.51 0.728
S -3.45 1.29 1.80 -0.303
N -2.20 0.14 1.91 -0.253
C -2.27 -0.81 2.76 0.350
C -1.20 -1.81 2.69 1.311
C -1.13 -2.92 3.52 -0.974
C -0.11 -3.83 3.37 -0.747
C 0.82 -3.61 2.37 -1.333
C 0.70 -2.48 1.58 0.302
N -0.29 -1.58 1.72 0.138
H -3.23 -1.71 4.31 0.235
H -4.03 -0.58 6.25 0.318
H -4.84 1.53 7.23 0.369
H -4.94 3.59 5.86 0.377
H -4.24 3.51 3.47 0.447
H -1.86 -3.07 4.30 0.214
H -0.03 -4.70 4.02 0.421
H 1.65 -4.27 2.19 0.522
H 1.42 -2.28 0.80 -0.066
I 2.62 1.52 0.87 -0.039
I 5.00 3.27 2.81 -0.810
C 1.28 0.12 -0.08 -0.251
Ge 2.11 -1.01 -1.45 1.794
C 0.88 -2.47 -1.93 0.228
C -0.36 -2.19 -2.51 -0.141
C -1.27 -3.20 -2.78 -0.805
C -0.95 -4.52 -2.48 -0.683
C 0.28 -4.82 -1.91 -0.709
C 1.18 -3.80 -1.64 -0.353
C 2.52 0.02 -3.05 -0.102
C 3.32 1.17 -2.99 -0.379
C 3.61 1.89 -4.14 -0.872
C 3.12 1.47 -5.37 -0.482
C 2.34 0.33 -5.45 -0.689
C 2.04 -0.39 -4.29 0.013
C 3.73 -1.89 -0.81 0.349
C 4.18 -1.82 0.51 -0.219
C 5.33 -2.50 0.90 -1.053
C 6.05 -3.25 -0.02 -0.427
C 5.62 -3.32 -1.33 -0.720
C 4.47 -2.64 -1.72 -0.390
H -0.64 -1.16 -2.73 0.558
H -2.23 -2.96 -3.22 0.405
H -1.66 -5.31 -2.69 0.374
H 0.53 -5.85 -1.68 0.407
H 2.14 -4.05 -1.20 0.358
H 3.71 1.51 -2.03 0.300
H 4.23 2.78 -4.07 0.422
H 3.35 2.04 -6.26 0.392
H 1.95 0.00 -6.40 0.395
H 1.43 -1.28 -4.37 0.310
H 3.65 -1.22 1.24 0.280
H 5.68 -2.41 1.93 0.429
H 6.95 -3.76 0.29 0.376
H 6.18 -3.89 -2.06 0.384
H 4.15 -2.70 -2.76 0.399
C -3.00 0.01 -1.64 -1.080
Si -2.03 1.62 -1.69 0.258
C -0.85 1.63 -3.15 -0.317
C -3.36 2.93 -1.98 -1.186
N -1.20 1.85 -0.19 0.370
C -0.89 3.10 0.36 1.115
C -0.90 4.28 -0.40 -0.439
C -0.62 5.51 0.16 -0.775
C -0.29 5.63 1.50 -0.569
C -0.24 4.47 2.27 -0.979
C -0.54 3.24 1.72 -0.457
H -3.45 -0.18 -2.62 0.442
H -3.82 0.11 -0.92 0.353
H -2.39 -0.84 -1.35 0.049
H -1.35 1.41 -4.10 0.401
H -0.04 0.91 -3.01 -0.434
H -0.38 2.61 -3.23 0.318
H -4.21 2.47 -2.50 0.456
H -3.02 3.78 -2.57 0.336
H -3.72 3.31 -1.02 0.297
H -1.09 4.22 -1.46 0.199
H -0.62 6.39 -0.47 0.371
H -0.04 6.59 1.93 0.371
H 0.06 4.52 3.31 0.437
H -0.46 2.34 2.33 0.428
```

***

Density functional theory data (ωB97M-V/def2-TZVPD) for a molecular structure, C3H8N4O.

Calculated values
**Energy**: -413.14339 Eh
**HOMO level**: -9.483 eV
**Strongest force on any atom**: 0.1646 Eh/bohr
**ΔE to the lowest compared entry with this formula, charge and spin**: 7.420 eV

```
16
Properties=species:S:1:pos:R:3:mulliken_charge:R:1
C -0.63 2.24 0.69 -0.621
C 0.03 -0.04 0.24 0.446
C 0.18 -0.48 -2.06 0.151
H -1.14 1.71 1.79 0.234
H 0.69 2.61 0.97 0.213
H -1.17 3.07 0.33 0.282
H 0.33 -1.64 -0.27 0.452
H -0.69 0.49 -2.26 0.186
H 1.36 -1.70 -2.88 0.239
H -0.60 -2.23 2.04 0.255
H 0.89 -1.37 2.55 0.352
N -0.13 -0.96 -0.84 -0.181
N 0.92 -0.85 -3.21 -0.577
N 0.01 -0.32 1.47 -0.401
N 0.32 -1.74 1.64 -0.720
O -0.35 1.20 -0.19 -0.309
```

***

Density functional theory data (ωB97M-V/def2-TZVPD) for a molecular structure, C2H6N4.

Calculated values
**Energy**: -298.61146 Eh
**HOMO level**: -9.048 eV
**Strongest force on any atom**: 0.1554 Eh/bohr
**ΔE to the lowest compared entry with this formula, charge and spin**: 6.461 eV

```
12
Properties=species:S:1:pos:R:3:mulliken_charge:R:1
C 0.49 -0.43 -0.79 0.015
C 1.36 -0.43 0.60 0.039
H -0.96 0.13 -2.57 0.260
H -2.43 -0.03 -1.48 0.278
H 0.92 -0.55 -1.89 0.229
H 2.53 -0.50 0.31 0.237
H -0.12 0.75 2.94 0.318
H -0.54 0.67 1.30 0.294
N -1.42 0.55 -1.67 -0.675
N -0.52 0.37 -0.58 -0.126
N 1.00 -0.35 1.77 -0.298
N -0.33 -0.17 2.07 -0.571
```

***

Density functional theory data (ωB97M-V/def2-TZVPD) for CH4FNO2P2 in the gas phase.

Calculated values
**Energy**: -1028.39078 Eh
**HOMO level**: -10.104 eV
**Strongest force on any atom**: 0.0831 Eh/bohr
**ΔE to the lowest compared entry with this formula, charge and spin**: 1.290 eV
**SMILES string**: C[P@@](=N)(F)OP=O

```
11
Properties=species:S:1:pos:R:3:mulliken_charge:R:1
C -0.28 -0.21 0.42 -0.968
P 1.19 0.66 -0.07 1.004
N 1.58 1.57 -1.32 -0.728
F 1.30 1.47 1.39 -0.355
O 2.36 -0.42 0.14 -0.246
P 3.96 -0.49 -0.49 0.415
O 4.77 -0.32 0.65 -0.351
H -0.96 0.45 0.03 0.358
H -0.53 -1.13 -0.08 0.350
H -0.32 -0.14 1.53 0.309
H 0.80 2.24 -1.30 0.212
```

***

Density functional theory data (ωB97M-V/def2-TZVPD) for 2 unconnected molecules or ions with the total composition C6H16NS.

Calculated values
**Charge**: +1
**Energy**: -690.85177 Eh
**HOMO level**: -12.149 eV
**Strongest force on any atom**: 0.0724 Eh/bohr
**ΔE to the lowest compared entry with this formula, charge and spin**: 1.626 eV

```
24
Properties=species:S:1:pos:R:3:mulliken_charge:R:1
C 3.30 1.39 -0.09 -0.895
C 2.15 -0.72 0.83 -0.920
C -2.26 -1.62 0.04 -1.233
C -0.85 -0.67 -1.84 -1.003
C -1.97 1.31 1.26 -0.833
C -1.64 -0.39 -0.54 0.721
N -1.38 0.70 0.05 -0.129
S 1.54 0.78 -0.05 -0.030
H 3.47 2.38 -0.49 0.361
H 3.70 0.56 -0.75 0.270
H 2.90 -1.21 0.20 0.328
H 2.60 -0.24 1.64 0.375
H -1.46 -2.39 -0.04 0.312
H -2.95 -1.52 0.87 0.419
H -2.92 -1.94 -0.90 0.367
H -1.16 -0.07 -2.72 0.323
H 3.66 1.34 0.99 0.297
H -0.85 -1.69 -2.06 0.396
H -2.46 2.22 0.83 0.348
H -2.72 0.59 1.60 0.264
H -1.22 1.51 2.06 0.270
H -0.86 1.37 -0.48 0.458
H 1.27 -1.34 1.05 0.277
H 0.10 -0.37 -1.48 0.258
```

***

Density functional theory data (ωB97M-V/def2-TZVPD) for 4 unconnected molecules or ions with the total composition C35H71BN3O7.

Calculated values
**Energy**: -2091.81218 Eh
**HOMO level (spin up / spin down)**: -8.257 / -8.888 eV
**Strongest force on any atom**: 0.0649 Eh/bohr
**Multiplicity**: 4

```
117
Properties=species:S:1:pos:R:3:mulliken_charge:R:1
C 2.67 -0.33 1.03 -1.294
C 2.83 -0.51 -0.48 0.225
O 4.14 -0.87 -0.86 -0.245
C 4.24 -2.05 -1.64 -0.357
B 5.29 -1.96 -2.83 0.357
O 6.13 -3.05 -3.03 -0.548
C 5.43 -0.75 -3.84 -0.321
C 4.21 0.16 -3.96 -0.043
C 4.48 1.46 -4.70 -0.868
O 5.57 2.25 -4.18 -0.371
C 5.61 2.31 -2.84 0.761
C 6.99 2.14 -2.27 -1.148
O 4.69 2.53 -2.16 -0.501
H 3.57 0.10 1.43 0.232
H 2.50 -1.31 1.45 0.357
H 1.81 0.30 1.22 0.339
H 2.07 -1.23 -0.79 0.129
H 2.58 0.43 -0.97 0.212
H 4.56 -2.86 -0.98 0.198
H 3.29 -2.37 -2.09 0.191
H 6.83 -3.05 -2.35 0.310
H 5.61 -1.18 -4.82 0.315
H 6.32 -0.17 -3.58 -0.007
H 3.47 -0.36 -4.56 0.506
H 3.72 0.37 -3.02 -0.205
H 4.77 1.21 -5.71 0.409
H 3.59 2.07 -4.80 0.343
H 7.38 3.14 -2.14 0.371
H 7.64 1.67 -3.01 0.430
H 6.96 1.61 -1.33 0.253
C -3.08 -1.12 -3.63 -1.904
C -1.69 -1.46 -3.03 2.234
C -1.36 -2.93 -3.27 -1.351
C -2.14 -3.90 -2.39 -0.444
C -2.01 -3.51 -0.92 -1.437
C -2.38 -2.06 -0.65 2.381
N -1.67 -1.12 -1.57 0.233
O -0.46 -0.99 -1.18 -0.454
C -3.91 -1.89 -0.78 -1.909
C -2.07 -1.72 0.81 -1.942
C -0.69 -0.60 -3.80 -1.947
H -2.98 -0.63 -4.60 0.510
H -3.70 -2.00 -3.79 0.333
H -3.64 -0.43 -3.00 0.315
H -0.29 -3.09 -3.09 0.263
H -1.53 -3.17 -4.32 0.374
H -3.19 -3.92 -2.69 0.308
H -1.76 -4.91 -2.54 0.399
H -2.64 -4.17 -0.31 0.391
H -0.98 -3.69 -0.60 0.352
H -4.20 -0.84 -0.68 0.449
H -4.42 -2.44 0.01 0.217
H -4.32 -2.27 -1.71 0.197
H -1.03 -1.91 1.06 0.334
H -2.68 -2.33 1.47 0.391
H -2.29 -0.67 1.02 0.462
H -0.87 0.46 -3.63 0.481
H -0.79 -0.80 -4.86 0.498
H 0.34 -0.82 -3.52 0.230
C -9.70 0.69 0.23 -1.781
C -9.10 -0.39 -0.71 1.987
C -10.19 -1.37 -1.14 -1.340
C -10.62 -2.35 -0.05 -0.473
C -9.40 -3.06 0.54 -1.296
C -8.32 -2.09 1.02 1.817
N -7.97 -1.09 -0.03 0.431
O -7.22 -1.65 -0.92 -0.580
C -8.79 -1.39 2.30 -1.841
C -7.08 -2.88 1.44 -2.041
C -8.62 0.36 -1.95 -2.049
H -9.90 1.62 -0.31 0.482
H -10.64 0.38 0.69 0.322
H -9.00 0.96 1.03 0.330
H -9.84 -1.95 -2.00 0.409
H -11.06 -0.81 -1.49 0.345
H -11.17 -1.82 0.74 0.305
H -11.31 -3.08 -0.46 0.387
H -9.71 -3.69 1.37 0.385
H -8.99 -3.73 -0.22 0.365
H -8.08 -0.62 2.62 0.375
H -8.88 -2.11 3.12 0.450
H -9.77 -0.92 2.21 0.351
H -6.71 -3.52 0.64 0.357
H -7.33 -3.53 2.28 0.488
H -6.27 -2.22 1.74 0.516
H -7.81 1.06 -1.70 0.464
H -9.44 0.94 -2.37 0.495
H -8.26 -0.30 -2.73 0.352
C 6.23 4.59 5.82 -1.802
C 6.14 3.12 5.34 1.974
C 7.55 2.54 5.14 -1.333
C 8.26 3.06 3.89 -0.595
C 7.37 2.88 2.66 -1.207
C 5.98 3.48 2.83 1.970
N 5.33 3.03 4.10 0.409
O 4.90 1.83 3.95 -0.591
C 6.08 5.02 2.78 -1.964
C 5.12 3.11 1.62 -1.859
C 5.47 2.36 6.49 -1.990
H 6.10 4.67 6.90 0.486
H 7.20 5.05 5.60 0.325
H 5.45 5.21 5.38 0.325
H 7.49 1.45 5.08 0.407
H 8.16 2.76 6.03 0.356
H 8.53 4.12 4.02 0.314
H 9.20 2.52 3.76 0.389
H 7.86 3.32 1.79 0.402
H 7.29 1.81 2.45 0.378
H 5.12 5.48 2.99 0.387
H 6.40 5.34 1.79 0.423
H 6.81 5.43 3.48 0.410
H 5.06 2.04 1.45 0.189
H 5.54 3.55 0.72 0.393
H 4.11 3.50 1.73 0.485
H 4.45 2.71 6.65 0.461
H 6.03 2.51 7.41 0.489
H 5.44 1.29 6.31 0.362
```

***

Density functional theory data (ωB97M-V/def2-TZVPD) for a gas-phase ion, C2H7N2 (charge +1).

Calculated values
**Charge**: +1
**Energy**: -189.49921 Eh
**HOMO level**: -15.964 eV
**Strongest force on any atom**: 0.0645 Eh/bohr
**ΔE to the lowest compared entry with this formula, charge and spin**: 4.930 eV

```
11
Properties=species:S:1:pos:R:3:mulliken_charge:R:1
C 0.96 0.32 1.29 -0.625
N 0.21 -0.61 0.55 -0.029
C 0.04 -0.29 -0.84 -0.291
N -1.18 0.40 -0.96 -0.265
H -1.28 1.26 -0.44 0.242
H 1.92 0.47 0.77 0.395
H 0.46 1.30 1.36 0.348
H -0.10 -1.23 -1.39 0.336
H 0.94 0.12 -1.30 0.365
H 1.08 -0.14 2.26 0.269
H -2.00 -0.06 -1.31 0.256
```

***

Density functional theory data (ωB97M-V/def2-TZVPD) for a molecular structure, C6H14HgN3O5.

Calculated values
**Charge**: -2
**Energy**: -930.88872 Eh
**HOMO level (spin up / spin down)**: -0.127 / -1.883 eV
**Strongest force on any atom**: 0.0708 Eh/bohr
**Multiplicity**: 2
**ΔE to the lowest compared entry with this formula, charge and spin**: 0.000 eV

```
29
Properties=species:S:1:pos:R:3:mulliken_charge:R:1
Hg 0.69 0.08 1.37 0.756
N -1.07 2.90 -0.22 -0.480
C -1.08 4.11 0.56 -0.463
C -0.22 4.09 1.77 0.449
O -0.11 5.18 2.39 -0.802
O 0.37 2.99 2.07 -0.530
H -0.14 2.55 -0.32 0.209
H -1.68 2.21 0.14 0.210
H -2.10 4.38 0.87 0.261
H -0.76 4.96 -0.04 0.183
N 1.68 -3.15 0.26 -0.751
N 2.40 -3.47 1.38 -0.047
C 2.69 -2.53 2.39 0.420
O 3.51 -2.96 3.24 -0.760
O 2.19 -1.30 2.37 -0.691
H 0.69 -3.18 0.48 0.292
H 1.84 -2.18 0.00 0.282
H 3.05 -4.22 1.33 0.251
C -2.24 -0.76 -1.31 -1.430
C -0.72 -0.56 -1.43 0.610
C -0.24 -1.39 -2.66 -1.577
O 0.00 -0.95 -0.26 -0.697
H -2.73 -0.19 -2.09 0.346
H -2.54 -0.44 -0.32 0.312
H -2.49 -1.83 -1.39 0.424
H -0.57 0.48 -1.68 0.094
H -0.55 -2.44 -2.53 0.331
H 0.82 -1.41 -2.82 0.387
H -0.69 -0.96 -3.55 0.411
```

***

Density functional theory data (ωB97M-V/def2-TZVPD) for a gas-phase ion, C2H2IO2 (charge -1).

Calculated values
**Charge**: -1
**Energy**: -525.63504 Eh
**HOMO level**: -4.158 eV
**Strongest force on any atom**: 0.0577 Eh/bohr
**ΔE to the lowest compared entry with this formula, charge and spin**: 0.000 eV
**SMILES string**: O=C([O-])CI

```
7
Properties=species:S:1:pos:R:3:mulliken_charge:R:1
O -1.01 1.19 -1.15 -0.650
C -0.33 1.03 -0.15 0.546
O 0.10 1.77 0.71 -0.649
C 0.19 -0.57 0.23 -0.620
I 0.49 -2.02 -1.35 -0.130
H 1.24 -0.61 0.81 0.271
H -0.68 -0.79 0.90 0.233
```

***

Density functional theory data (ωB97M-V/def2-TZVPD) for C3H8N2O2 in the gas phase.

Calculated values
**Energy**: -379.08266 Eh
**HOMO level**: -9.454 eV
**Strongest force on any atom**: 0.0298 Eh/bohr
**ΔE to the lowest compared entry with this formula, charge and spin**: 1.588 eV
**SMILES string**: NC(=O)CNCO

```
15
Properties=species:S:1:pos:R:3:mulliken_charge:R:1
N 0.76 0.94 1.54 -0.433
C 1.22 -0.08 0.72 0.638
O 1.98 -0.94 1.09 -0.562
C 0.95 0.20 -0.76 -0.685
N -0.42 0.39 -1.24 -0.412
C -1.24 -0.79 -0.90 -0.337
O -2.10 -0.65 0.19 -0.526
H 1.05 0.88 2.51 0.259
H -0.22 1.18 1.49 0.183
H 1.61 1.05 -0.98 0.362
H 1.33 -0.62 -1.36 0.339
H -0.87 1.10 -0.68 0.260
H -1.82 -0.95 -1.81 0.315
H -0.52 -1.58 -0.69 0.324
H -1.71 -0.12 0.88 0.275
```

***

Density functional theory data (ωB97M-V/def2-TZVPD) for 4 unconnected molecules or ions with the total composition C4H15NO3.

Calculated values
**Energy**: -441.83416 Eh
**HOMO level**: -7.622 eV
**Strongest force on any atom**: 0.0403 Eh/bohr
**ΔE to the lowest compared entry with this formula, charge and spin**: 1.298 eV
**SMILES string**: C=C(N)CC.O.O.O

```
23
Properties=species:S:1:pos:R:3:mulliken_charge:R:1
C -1.23 1.86 -0.15 -1.220
C -0.47 0.87 -0.62 0.657
N -1.01 -0.38 -0.92 -0.352
C 1.05 0.96 -0.73 -0.125
C 1.42 2.29 -1.42 -1.295
H -0.79 2.80 0.17 0.271
H -2.28 1.70 0.05 0.268
H -0.75 -0.83 -1.78 0.188
H -2.01 -0.44 -0.75 0.167
H 1.41 0.09 -1.27 0.368
H 1.36 1.07 0.30 0.097
H 0.58 2.80 -1.91 0.368
H 1.68 3.07 -0.69 0.335
H 2.30 2.22 -2.06 0.333
O 1.04 0.08 2.26 -0.583
H 1.50 0.62 2.91 0.259
H 1.01 -0.81 2.63 0.296
O -1.04 -2.36 2.06 -0.654
H -0.59 -1.70 1.52 0.301
H -0.52 -3.16 2.11 0.290
O -0.97 -3.19 -0.62 -0.554
H -0.45 -3.79 -1.17 0.283
H -1.24 -3.77 0.10 0.302
```

***

Q: Number 11 is which compound?
A: C3H8N2O2

***

Q: Among the records above, which one has the highest energy?
A: C2H7N2

***

Q: Which value of energy does entry 3 give?
A: -413.14339 Eh